# 1
54
Properties=species:S:1:pos:R:3:nbo_charge:R:1 method="wB97M-V/def2-TZVPD" e_above_lowest_kj_mol=156.9 orbital_gap_ev=8.172
H 1.90882 0.46304 3.09430 0.368
N 2.17123 0.64680 2.13161 -0.739
C 1.18600 0.79659 1.34574 0.568
O -0.08322 0.70177 1.86164 -0.461
C -1.18522 0.85708 1.09261 0.358
C -2.42801 0.75859 1.70210 -0.354
C -3.58363 0.91021 0.95025 0.416
O -4.80471 0.82779 1.53159 -0.677
C -3.51241 1.16227 -0.43366 -0.108
C -4.76292 1.28972 -1.25565 -0.431
C -4.96120 0.08051 -2.18055 -0.377
C -5.05539 -1.25254 -1.43901 -0.396
C -6.30986 -1.38040 -0.57841 -0.404
C -6.39776 -2.74784 0.09488 -0.385
C -7.64113 -2.87005 0.96717 -0.599
C -2.26900 1.26465 -1.01785 -0.126
C -1.08937 1.11612 -0.28227 -0.197
C 0.21980 1.20996 -0.83903 -0.039
C 1.33093 1.06169 -0.07497 -0.242
C 2.65772 1.16957 -0.76807 0.662
O 2.71184 1.32658 -1.97778 -0.655
N 3.73186 1.10214 0.03053 -0.615
C 5.08116 1.10716 -0.48475 -0.268
C 5.74393 -0.23376 -0.30033 0.061
C 6.94368 -0.35656 0.38518 -0.244
C 7.53340 -1.59833 0.55049 -0.206
C 6.92375 -2.72998 0.03813 -0.223
C 5.72350 -2.61557 -0.64414 -0.193
C 5.13813 -1.37470 -0.81317 -0.238
H -2.47950 0.56392 2.76402 0.218
H -4.70905 0.65205 2.47572 0.487
H -4.69471 2.18827 -1.87332 0.218
H -5.62087 1.39516 -0.59450 0.226
H -5.87185 0.23393 -2.76341 0.203
H -4.12266 0.03139 -2.87864 0.199
H -4.16965 -1.37875 -0.81162 0.197
H -5.05126 -2.05888 -2.17707 0.203
H -6.30730 -0.60891 0.19183 0.206
H -7.19346 -1.22926 -1.20331 0.191
H -6.41230 -3.52922 -0.66873 0.193
H -5.50677 -2.90423 0.70800 0.191
H -7.68280 -3.84705 1.44333 0.207
H -8.54031 -2.74192 0.36845 0.201
H -7.63816 -2.10834 1.74409 0.198
H -2.19215 1.46759 -2.07535 0.218
H 0.34310 1.40285 -1.89529 0.249
H 3.56448 0.90565 1.01635 0.443
H 5.65957 1.88847 0.01902 0.198
H 5.00767 1.34769 -1.55108 0.243
H 7.42240 0.52453 0.78883 0.207
H 8.46954 -1.68228 1.08325 0.211
H 7.38256 -3.69908 0.16913 0.211
H 5.24527 -3.49633 -1.04746 0.210
H 4.20538 -1.27993 -1.34984 0.219

=====

# 2
6
Properties=species:S:1:pos:R:3:nbo_charge:R:1 method="wB97M-V/def2-TZVPD" e_above_lowest_kj_mol=241.2 orbital_gap_ev=9.647
C 2.58313 0.96707 -1.32588 -0.169
P -0.23705 -0.56282 -0.37774 0.048
S 2.52092 1.67055 -2.67664 0.164
H -0.33419 -1.92331 -0.27900 -0.014
H -1.61332 -0.50606 -0.65627 -0.012
H 0.28492 -0.69562 -1.64264 -0.017

=====

# 3
91
Properties=species:S:1:pos:R:3:lowdin_spin:R:1 method="wB97M-V/def2-TZVPD" multiplicity=5 e_above_lowest_kj_mol=132.8 orbital_gap_ev="7.951 / 5.570"
C 1.87859 -1.55786 -6.00908 0.000
C 1.02354 -0.80525 -5.03820 0.000
H 2.23759 -0.93526 -6.83681 0.000
H 1.24398 -2.28995 -6.52574 0.000
H 2.76086 -2.04258 -5.58585 0.000
C 0.02109 -0.03522 -5.49249 0.000
C -0.20273 0.25874 -6.94082 0.000
H -0.64292 0.47722 -4.78819 0.000
H -0.70209 -0.60816 -7.37632 0.000
H 0.67510 0.45418 -7.58847 0.000
H -0.94743 1.03908 -7.13497 0.000
Co 0.80524 -2.04565 2.44178 2.990
Cl 2.85880 -2.49398 2.02842 0.204
Cl -0.32966 -3.80338 2.81089 0.310
C 1.03102 1.86059 1.73393 0.003
O 0.51370 1.18528 2.63278 0.009
N 0.46134 2.99671 1.28499 0.001
C -0.96974 3.20930 1.36113 0.000
C 1.32322 4.10416 0.97890 0.000
H 1.99428 1.61151 1.23436 0.000
H -1.49744 2.28442 1.60121 0.000
H -1.34080 3.58021 0.40239 0.000
H -1.21776 3.97861 2.09892 0.000
H 2.34474 3.81313 1.24889 0.000
H 1.00392 4.98047 1.55080 0.000
H 1.27932 4.33192 -0.08824 0.000
H -2.79849 -1.66609 -2.80743 0.000
H -2.81608 0.36633 -4.21534 0.000
C -3.35075 -1.17978 -1.99430 0.000
C -3.49784 0.81158 -3.47228 0.000
N -3.20609 0.26144 -2.14676 0.000
H -2.95993 -1.48534 -1.01582 0.001
C -3.17118 1.05245 -1.03240 0.000
O -2.82415 0.66017 0.07794 0.004
H -3.34078 1.90011 -3.44950 0.000
H -3.43166 2.11502 -1.24138 0.000
H -4.40645 -1.47699 -2.09440 0.000
H -4.53218 0.58353 -3.77780 0.000
O 0.72468 -1.74604 -2.69158 0.001
C 1.43156 -0.81149 -3.51541 0.000
C -0.10632 0.88791 -2.43631 0.001
C 1.19337 0.53062 -2.81525 0.000
H -0.82152 0.07935 -2.26058 0.000
C -0.41069 2.23196 -2.18723 0.000
H 2.50657 -1.03559 -3.39581 0.000
C 2.25499 1.43649 -2.73062 0.000
H -1.45713 2.52557 -2.01606 0.000
C 0.63568 3.16605 -2.22665 0.000
C 1.97423 2.76928 -2.41573 0.000
H 3.25442 0.99782 -2.83724 0.000
H 0.38272 4.22826 -2.18181 0.000
H 2.81289 3.47814 -2.38859 0.000
Si 0.72987 -3.33693 -2.83508 0.000
Cl -0.33568 -0.84825 1.24561 0.357
C -1.10886 -3.71597 -2.84369 0.000
C 1.43564 -3.93486 -1.18724 -0.001
C 2.08240 -3.85046 -3.92412 0.000
H -1.61075 -3.38736 -3.77120 0.000
H -1.62048 -3.19231 -2.01785 0.000
H -1.30210 -4.79268 -2.68768 0.000
H 1.83303 -3.82689 -4.99068 0.000
H 2.29400 -4.87588 -3.61474 0.000
H 2.97896 -3.26644 -3.67476 0.000
H 1.29938 -3.16973 -0.42541 -0.001
H 2.48605 -4.25248 -1.24972 0.000
H 0.78997 -4.77703 -0.89045 0.000
C -3.36816 -1.17687 3.46727 0.002
C -2.18602 -0.26948 3.44004 0.012
O -1.30120 -0.66462 4.51155 0.008
P 0.13670 0.01766 4.79043 0.011
O 0.36247 -0.12739 6.37002 0.003
C -0.52075 0.50835 7.35510 0.001
C -0.78199 1.98267 7.07714 0.001
O 1.27198 -1.09382 4.22098 0.068
C 2.67158 -0.83946 4.66905 0.002
C 3.12653 0.54297 4.33783 0.000
H -3.06028 -2.22249 3.33434 0.001
H -4.05400 -0.91407 2.65595 0.000
H -3.86525 -1.05347 4.43299 0.001
H -1.65556 -0.44008 2.46746 0.005
H -2.43475 0.79687 3.47574 0.000
H -1.46954 -0.04900 7.37260 0.000
H -0.03372 0.38528 8.33236 0.000
H -1.46546 2.11832 6.21763 0.000
H -1.27310 2.42749 7.96025 0.000
H 0.15846 2.53022 6.88873 0.000
H 2.69295 -1.05642 5.73766 0.001
H 3.26912 -1.58276 4.14111 0.001
H 2.58417 1.28789 4.92296 0.000
H 4.18814 0.60428 4.58060 0.000
H 3.01496 0.77315 3.27886 0.000